Run A
This record from the Open Molecules 2025 dataset describes an isolated ion of composition C5H11N2S and charge +1. The level of theory is ωB97M-V/def2-TZVPD.

```
19
Properties=species:S:1:pos:R:3:nbo_charge:R:1
C -0.298 -0.442 0.251 0.38
C 1.473 1.307 -0.235 -0.50
C 0.092 1.858 0.298 -0.19
C 2.029 0.129 0.426 -0.15
C -2.416 -1.678 -0.192 -0.44
N -0.794 0.760 0.203 -0.60
N -1.027 -1.528 0.008 -0.58
S 2.778 -1.240 -0.146 0.26
H 1.221 1.012 -1.366 0.24
H 2.136 2.149 -0.139 0.26
H 0.462 2.111 1.285 0.20
H -0.180 2.756 -0.167 0.23
H 1.949 0.077 1.476 0.23
H -2.758 -2.599 -0.785 0.24
H -2.670 -0.880 -0.825 0.20
H -3.027 -1.709 0.758 0.22
H -1.749 1.038 0.181 0.41
H -0.547 -2.408 0.317 0.41
H 3.325 -0.712 -1.350 0.17
```

Computed properties:
Gap between HOMO and LUMO in hartree: 0.3030
Multiplicity: 1
HOMO energy in eV: -12.90
Total charge: +1



Run B
This record from the Open Molecules 2025 dataset describes an isolated ion of composition C5H11N2S and charge +1. The level of theory is ωB97M-V/def2-TZVPD.

```
19
Properties=species:S:1:pos:R:3:nbo_charge:R:1
C -0.950 -2.337 0.111 -0.24
C -0.313 -2.516 -2.778 -0.56
C -0.240 -0.007 -0.053 0.11
C 1.527 1.121 1.219 -0.41
C -0.527 2.334 0.713 -0.42
N -0.578 -1.121 0.420 -0.44
N 0.090 1.096 0.977 -0.39
S -1.235 -3.151 -1.511 0.59
H -1.125 -3.010 0.873 0.22
H -0.374 -2.777 -3.850 0.26
H 0.514 -1.830 -2.628 0.22
H -0.028 0.243 -1.143 0.19
H 1.765 0.125 1.506 0.24
H 2.007 1.464 0.241 0.23
H 1.772 1.834 2.085 0.24
H -0.322 2.549 -0.379 0.23
H -1.548 2.387 0.936 0.24
H -0.070 3.026 1.514 0.23
H -0.364 0.569 1.747 0.45
```

Computed properties:
Gap between HOMO and LUMO (spin up / spin down) in hartree: 0.2365 / 0.2772
Multiplicity: 1
HOMO energy (spin up / spin down) in eV: -11.44 / -11.81
Total charge: +1



Which structure wins on stability? run A wins.



Run A
This record from the Open Molecules 2025 dataset describes an isolated ion of composition C5H11N2S and charge +1. The level of theory is ωB97M-V/def2-TZVPD.

```
19
Properties=species:S:1:pos:R:3:nbo_charge:R:1
C 2.004 -0.168 0.140 0.00
C 1.338 0.895 0.853 -0.26
C -0.856 -0.091 -0.135 0.48
C -1.395 -0.871 0.994 -0.72
C -1.144 -0.114 -1.576 -0.75
N 1.270 -1.094 -0.407 -0.57
N -0.107 1.109 0.326 -0.58
S 3.639 -0.027 -0.095 -0.06
H 1.310 0.626 1.936 0.26
H 1.786 1.894 0.663 0.27
H -2.083 -0.330 1.596 0.26
H -0.744 -1.196 1.727 0.27
H -2.034 -1.720 0.480 0.27
H -0.281 0.230 -2.120 0.26
H -2.059 0.369 -2.044 0.28
H -1.356 -1.117 -1.924 0.28
H 1.420 -1.830 -0.990 0.41
H -0.598 1.642 1.014 0.44
H -0.108 1.794 -0.439 0.44
```

Computed properties:
Gap between HOMO and LUMO (spin up / spin down) in hartree: 0.2287 / 0.2052
Multiplicity: 1
HOMO energy (spin up / spin down) in eV: -11.79 / -11.59
Total charge: +1



Run B
This record from the Open Molecules 2025 dataset describes C5H11N2S as an isolated structure. The level of theory is ωB97M-V/def2-TZVPD.

```
19
Properties=species:S:1:pos:R:3:nbo_charge:R:1
C 4.315 0.272 -0.238 -0.22
C 3.075 0.170 0.328 -0.10
C -1.538 0.335 -0.059 0.28
C -1.371 1.782 -0.271 -0.72
C -2.620 -1.812 0.023 -0.44
N 2.040 -0.518 -0.275 -0.63
N -2.535 -0.426 -0.201 -0.50
S 0.574 -0.692 0.149 0.75
H 5.199 0.456 0.334 0.23
H 4.312 0.041 -1.240 0.21
H 3.085 0.508 1.341 0.19
H -0.229 1.934 -0.366 0.24
H -1.864 2.017 -1.192 0.25
H -1.742 2.451 0.363 0.26
H -1.940 -2.119 0.823 0.23
H -2.333 -2.352 -0.875 0.24
H -3.623 -2.176 0.343 0.25
H -3.452 0.105 -0.332 0.40
H 0.648 0.024 1.344 0.08
```

Computed properties:
Gap between HOMO and LUMO (spin up / spin down) in hartree: 0.2677 / 0.2505
Multiplicity: 1
HOMO energy (spin up / spin down) in eV: -12.37 / -12.10
Total charge: +1



Run C
This record from the Open Molecules 2025 dataset describes an isolated ion of composition C5H11N2S and charge +1. The level of theory is ωB97M-V/def2-TZVPD.

```
19
Properties=species:S:1:pos:R:3:nbo_charge:R:1
C 3.222 0.073 0.910 -0.73
S 1.869 1.265 0.632 0.45
N 0.636 0.167 0.561 -0.59
C -0.401 0.224 1.459 0.04
C -1.552 -0.208 1.018 -0.16
N -1.318 -0.498 -0.525 -0.39
C -2.208 0.140 -1.481 -0.42
C 0.120 -0.261 -0.772 -0.05
H 3.120 -0.703 0.142 0.22
H 3.149 -0.449 1.977 0.24
H 4.060 0.665 0.826 0.23
H -0.148 0.410 2.482 0.27
H -2.575 0.011 1.265 0.26
H -1.428 -1.527 -0.655 0.45
H -1.816 1.019 -1.835 0.23
H -2.484 -0.519 -2.350 0.25
H -3.163 0.468 -0.892 0.24
H 0.191 0.720 -1.549 0.21
H 0.724 -0.998 -1.216 0.24
```

Computed properties:
Gap between HOMO and LUMO in hartree: 0.3592
Multiplicity: 1
SMILES: CSN1C=C[N@@H+](C)C1
HOMO energy in eV: -12.84
Total charge: +1



Which structure wins on stability? run C wins.